No. 1
{"formula": "C23H44O10S", "method": "the ωB97M-V functional and the def2-TZVPD basis", "species": ["C", "C", "C", "O", "C", "O", "O", "H", "H", "H", "H", "H", "H", "O", "S", "O", "C", "C", "C", "C", "H", "H", "H", "H", "H", "H", "H", "H", "C", "C", "C", "O", "H", "H", "H", "H", "H", "H", "C", "C", "C", "O", "H", "H", "H", "H", "H", "H", "C", "C", "C", "O", "H", "H", "H", "H", "H", "H", "C", "C", "C", "O", "H", "H", "H", "H", "H", "H", "C", "C", "C", "O", "H", "H", "H", "H", "H", "H"], "xyz": [[2.084, 4.810, -2.328], [2.774, 4.151, -1.120], [4.328, 3.829, -1.294], [4.895, 4.590, -0.171], [3.961, 5.311, 0.453], [4.149, 5.993, 1.481], [2.800, 5.019, 0.014], [2.665, 5.699, -2.575], [1.073, 5.048, -1.995], [1.911, 4.251, -3.247], [2.193, 3.259, -0.887], [4.670, 4.095, -2.294], [4.470, 2.750, -1.244], [3.009, -0.203, -3.209], [2.923, -1.624, -2.961], [2.815, -2.560, -4.112], [4.324, -2.154, -1.784], [3.614, -2.337, -0.435], [2.181, -2.833, -0.636], [1.561, -1.934, -1.714], [4.948, -1.282, -1.589], [4.988, -2.911, -2.199], [3.982, -3.065, 0.288], [3.527, -1.392, 0.101], [1.661, -2.535, 0.274], [2.010, -3.909, -0.671], [1.475, -0.924, -1.314], [0.626, -2.170, -2.222], [-5.188, -5.043, -1.148], [-5.760, -6.267, -1.792], [-6.842, -6.992, -0.914], [-5.305, -6.817, -2.780], [-5.920, -4.463, -0.586], [-4.874, -4.421, -1.986], [-4.228, -5.200, -0.657], [-6.743, -6.808, 0.156], [-7.180, -8.011, -1.105], [-7.737, -6.390, -1.073], [-0.115, -3.545, 5.763], [-0.921, -2.250, 5.814], [-2.362, -2.348, 6.216], [-0.418, -1.289, 5.368], [-0.213, -4.055, 4.804], [-0.250, -4.135, 6.670], [0.882, -3.185, 6.015], [-2.789, -1.401, 6.548], [-2.588, -3.185, 6.877], [-2.856, -2.484, 5.254], [-3.275, 0.318, -0.553], [-2.778, 1.201, 0.585], [-3.152, 1.124, 2.043], [-2.019, 2.145, 0.295], [-2.616, 0.479, -1.406], [-4.173, 0.870, -0.832], [-3.450, -0.724, -0.288], [-2.373, 1.575, 2.657], [-3.426, 0.097, 2.288], [-4.022, 1.773, 2.142], [0.023, -0.628, -7.753], [-0.603, 0.267, -6.669], [-0.465, 1.735, -6.835], [-1.182, -0.137, -5.665], [-0.104, -1.706, -7.654], [1.093, -0.425, -7.784], [-0.279, -0.303, -8.749], [0.594, 1.964, -6.719], [-1.103, 2.309, -6.163], [-0.647, 1.940, -7.890], [3.031, 5.232, 6.203], [1.564, 5.162, 5.700], [1.114, 4.103, 4.619], [0.645, 5.689, 6.371], [3.023, 5.733, 7.172], [3.736, 5.701, 5.517], [3.439, 4.221, 6.220], [1.642, 3.167, 4.804], [1.524, 4.429, 3.663], [0.029, 4.007, 4.626]], "homo_lumo_gap_ev": 9.115, "total_energy_ev": -55871.0439, "relative_energy_kcal_mol": 25.68, "charge": 0, "homo_energy_ev": -9.2, "smiles": "C[C@H]1COC(=O)O1.O=S1(=O)CCCC1.CC(C)=O.CC(C)=O.CC(C)=O.CC(C)=O.CC(C)=O"}


No. 2
{"formula": "C23H45Br2Cl21N3O4P2", "method": "the ωB97M-V functional and the def2-TZVPD basis", "species": ["C", "C", "O", "O", "C", "C", "C", "C", "C", "C", "P", "C", "N", "C", "C", "C", "C", "N", "C", "Br", "C", "C", "Br", "P", "N", "O", "O", "H", "H", "H", "H", "H", "H", "H", "H", "H", "H", "H", "H", "H", "H", "H", "H", "H", "H", "H", "H", "H", "H", "H", "H", "H", "H", "H", "H", "H", "H", "H", "H", "H", "H", "H", "H", "H", "H", "C", "Cl", "Cl", "Cl", "H", "C", "Cl", "Cl", "Cl", "H", "C", "Cl", "Cl", "Cl", "H", "C", "Cl", "Cl", "Cl", "H", "C", "Cl", "Cl", "Cl", "H", "C", "Cl", "Cl", "Cl", "H", "C", "Cl", "Cl", "Cl", "H"], "xyz": [[3.991, -1.284, 4.170], [4.494, -1.106, 2.768], [5.208, -0.170, 2.426], [4.096, -2.056, 1.850], [2.874, -1.605, 1.214], [2.169, -2.775, 0.545], [1.014, -3.393, 1.360], [-0.362, -3.036, 0.778], [-0.748, -1.623, 1.225], [-1.837, -1.006, 0.355], [-2.747, 0.493, 1.158], [-1.094, 1.515, 1.182], [-0.525, 1.655, 2.516], [-4.407, -0.423, 1.533], [-4.456, -1.932, 1.738], [-3.686, -2.565, 2.912], [-3.562, -1.747, 4.205], [-4.714, -1.954, 5.119], [-3.329, 1.175, -0.566], [-4.306, -0.144, -1.682], [-2.291, 1.845, -1.507], [-2.973, 3.041, -2.169], [-1.757, 0.714, -3.053], [-3.740, 2.321, 2.252], [-3.104, 3.718, 1.909], [-5.373, 2.419, 1.922], [-3.690, 2.119, 3.906], [4.245, -0.407, 4.747], [4.429, -2.176, 4.604], [2.910, -1.389, 4.163], [3.082, -0.785, 0.533], [2.228, -1.235, 2.010], [1.789, -2.409, -0.407], [2.919, -3.524, 0.308], [1.058, -2.988, 2.370], [1.170, -4.469, 1.368], [-0.281, -3.087, -0.306], [-1.093, -3.756, 1.134], [0.166, -1.035, 1.153], [-1.007, -1.658, 2.285], [-2.467, -1.777, -0.085], [-1.292, -0.603, -0.503], [-2.316, 0.006, 2.467], [-0.309, 1.050, 0.585], [-1.178, 2.528, 0.799], [-0.354, 0.754, 2.933], [-1.097, 2.242, 3.107], [-4.695, -0.026, 2.513], [-5.248, -0.098, 0.925], [-4.259, -2.528, 0.849], [-5.508, -2.164, 1.938], [-2.733, -2.986, 2.605], [-4.262, -3.447, 3.199], [-3.493, -0.679, 4.055], [-2.695, -2.123, 4.745], [-5.522, -1.541, 4.672], [-4.867, -2.942, 5.260], [-4.115, 1.902, -0.394], [-1.347, 2.211, -1.136], [-3.326, 3.721, -1.397], [-2.288, 3.583, -2.819], [-3.803, 2.713, -2.787], [-3.751, 4.383, 1.513], [-5.757, 3.124, 2.453], [-4.573, 1.965, 4.252], [-6.469, 6.352, 0.366], [-7.487, 5.419, -0.733], [-6.402, 5.591, 1.956], [-4.848, 6.547, -0.297], [-6.908, 7.332, 0.482], [1.847, 2.815, -4.936], [1.688, 4.459, -4.315], [3.262, 2.022, -4.222], [0.387, 1.874, -4.596], [1.999, 2.873, -6.006], [6.701, 3.548, -5.335], [5.453, 4.408, -6.237], [7.913, 2.876, -6.434], [7.453, 4.605, -4.142], [6.231, 2.726, -4.811], [5.052, -1.363, -4.400], [4.491, -2.664, -5.451], [5.769, -2.012, -2.927], [6.206, -0.330, -5.256], [4.198, -0.757, -4.124], [-1.849, -7.018, 1.888], [-3.078, -6.574, 0.704], [-0.364, -7.538, 1.084], [-1.529, -5.678, 2.983], [-2.224, -7.848, 2.469], [5.341, -6.229, -7.225], [5.307, -7.569, -8.374], [4.152, -5.002, -7.657], [5.075, -6.806, -5.581], [6.322, -5.775, -7.267], [8.111, 6.948, -0.623], [6.866, 7.800, -1.534], [9.341, 6.297, -1.708], [8.841, 8.008, 0.585], [7.645, 6.120, -0.108]], "homo_lumo_gap_ev": 5.953, "total_energy_ev": -458873.7827, "relative_energy_kcal_mol": 27.59, "charge": -1, "homo_energy_ev": -4.3}


No. 3
{"formula": "C23H45Cl3N2O3PSiSn", "method": "the ωB97M-V functional and the def2-TZVPD basis", "species": ["C", "C", "H", "H", "H", "C", "C", "H", "H", "H", "H", "Sn", "Cl", "Cl", "H", "H", "C", "C", "N", "H", "C", "O", "H", "H", "H", "H", "H", "H", "C", "C", "N", "H", "C", "O", "H", "H", "H", "H", "O", "C", "C", "C", "H", "C", "H", "C", "H", "C", "C", "H", "H", "H", "Si", "Cl", "C", "C", "C", "H", "H", "H", "H", "H", "H", "H", "H", "H", "C", "P", "C", "C", "H", "H", "H", "H", "H", "H", "H", "H", "H"], "xyz": [[-1.480, -2.266, -4.743], [-1.141, -2.796, -3.387], [-1.594, -3.085, -5.456], [-0.673, -1.610, -5.101], [-2.402, -1.677, -4.729], [-0.609, -4.012, -3.168], [-0.412, -5.021, -4.253], [-0.353, -4.351, -2.153], [0.279, -4.668, -5.040], [-1.382, -5.265, -4.713], [0.010, -5.933, -3.810], [-0.417, 2.208, 2.575], [-2.428, 3.466, 2.233], [1.096, 3.216, 1.010], [1.596, 6.478, 3.963], [-2.180, 7.314, 2.865], [1.126, 6.687, 2.998], [-1.240, 7.177, 2.318], [-0.294, 6.425, 3.135], [1.571, 6.036, 2.230], [-0.681, 5.318, 3.799], [0.088, 4.403, 4.162], [-1.480, 6.668, 1.369], [-1.771, 5.271, 3.963], [1.251, 7.742, 2.739], [-0.820, 8.164, 2.096], [2.236, -0.496, -1.993], [2.657, -3.333, -2.395], [3.172, -0.703, -1.462], [3.439, -3.158, -1.635], [3.116, -1.998, -0.806], [3.333, 0.084, -0.728], [2.892, -2.081, 0.534], [2.714, -1.119, 1.286], [3.507, -4.041, -0.995], [2.891, -3.129, 0.894], [3.982, -0.714, -2.196], [4.392, -2.989, -2.153], [-0.668, -0.625, -2.564], [-1.434, -1.808, -2.286], [0.047, -2.899, -0.495], [-1.182, -2.335, -0.868], [0.910, -2.751, -1.154], [0.136, -3.751, 0.622], [-2.503, -1.553, -2.350], [-2.253, -2.439, 0.033], [1.057, -4.304, 0.836], [-0.998, -3.969, 1.413], [-2.196, -3.293, 1.126], [-3.161, -1.872, -0.184], [-0.986, -4.736, 2.190], [-3.082, -3.473, 1.746], [-0.837, 0.857, -3.198], [-1.542, 0.299, 1.729], [0.902, 1.418, -3.588], [-1.560, 1.893, -1.826], [-2.007, 1.146, -4.640], [1.441, 0.685, -4.171], [1.453, 1.563, -2.650], [0.891, 2.389, -4.128], [-1.533, 0.758, -5.534], [-2.190, 2.244, -4.766], [-2.979, 0.670, -4.527], [-2.133, 1.250, -1.140], [-2.189, 2.705, -2.225], [-0.699, 2.306, -1.288], [-0.055, -1.482, 3.815], [0.267, 0.285, 4.167], [-0.772, 0.669, 5.604], [2.039, 0.301, 4.492], [-1.072, -1.617, 3.443], [0.076, -2.029, 4.749], [0.656, -1.838, 3.041], [-1.079, -0.271, 6.080], [-0.219, 1.288, 6.322], [-1.679, 1.209, 5.283], [2.229, -0.295, 5.394], [2.544, -0.148, 3.617], [2.372, 1.339, 4.628]], "homo_lumo_gap_ev": 3.799, "total_energy_ev": -94273.7569, "relative_energy_kcal_mol": 0.00, "charge": -1, "homo_energy_ev": -1.5}